[1]
DFT (ωB97M-V/def2-TZVPD) results for a 4-piece molecular cluster, C56H49NO14PS overall at a distorted geometry.

- HOMO energy (eV) = -11.075
- LUMO energy (Ha) = -0.1731
- Kohn-Sham gap (eV) = 6.4
- charge = +1

Last column: Löwdin charge in e.
CARTESIAN COORDINATES (ANGSTROEM)
C  3.43706  -3.44890  3.42248  -0.05
C  2.03732  -3.41487  2.86255  -0.27
O  1.94841  -4.32857  1.74113  -0.19
P  0.67020  -4.24385  0.79820  0.46
O  0.65116  -5.28713  -0.22299  -0.24
C  -0.81476  -4.32603  1.84026  -0.18
C  -1.29130  -2.95058  2.31280  -0.22
C  -2.71356  -2.99990  2.94009  -0.10
C  -3.70798  -2.18876  2.14841  -0.05
C  -4.78744  -2.89966  1.55270  -0.21
O  -4.89593  -4.23317  1.69397  0.10
C  -5.70434  -2.22775  0.76742  0.09
C  -5.54863  -0.86668  0.57658  0.01
N  -4.54408  -0.18015  1.13340  0.03
C  -4.50434  1.27120  0.75202  -0.12
O  -3.44460  1.48128  -0.12067  -0.12
O  -2.67063  2.60496  0.31660  0.03
C  -3.63445  -0.81125  1.93843  -0.12
S  -2.37981  0.20008  2.76384  0.70
C  -0.96899  0.37077  1.68755  -0.10
O  -2.92741  1.49582  3.03647  -0.27
O  -1.93589  -0.48763  3.94142  -0.27
O  0.64721  -2.76417  0.17431  -0.23
C  1.86115  -2.35696  -0.51188  -0.24
C  2.38678  -1.05260  0.03334  -0.05
H  3.80092  -4.46929  3.40409  0.09
H  4.11728  -2.80911  2.87340  0.08
H  3.40311  -3.11728  4.45425  0.08
H  1.34720  -3.76783  3.62540  0.11
H  1.76073  -2.41515  2.54296  0.09
H  -0.64210  -5.01522  2.65838  0.11
H  -1.55918  -4.73247  1.16273  0.10
H  -0.61980  -2.53025  3.04748  0.10
H  -1.34524  -2.31840  1.43502  0.08
H  -3.04465  -4.02401  2.99577  0.11
H  -2.67449  -2.59343  3.94450  0.12
H  -5.41829  -4.46594  2.47192  0.15
H  -6.50249  -2.76527  0.28580  0.15
H  -6.24262  -0.33119  -0.04549  0.15
H  -4.50247  1.93729  1.60380  0.14
H  -5.41433  1.43873  0.18751  0.14
H  -1.80165  2.38249  -0.03830  0.11
H  -0.25517  -0.38442  1.98589  0.06
H  -0.57923  1.36368  1.87007  0.09
H  -1.24524  0.20429  0.65086  0.07
H  2.62419  -3.12591  -0.46579  0.12
H  1.58790  -2.21662  -1.55171  0.12
H  1.59114  -0.31686  0.10940  0.06
H  3.11555  -0.65838  -0.66940  0.08
H  2.85700  -1.17684  1.00159  0.07
C  -3.53989  3.49570  6.99053  -0.05
C  -2.99274  2.42695  6.28776  -0.06
C  -1.62051  2.25402  6.25385  -0.01
C  -0.78414  3.14907  6.90427  -0.08
C  -1.33352  4.23369  7.59143  -0.08
C  -2.71186  4.39738  7.63880  0.00
C  -0.45804  5.23407  8.26692  -0.28
O  -0.93350  6.17158  8.86937  0.11
C  1.01794  5.04851  8.17135  -0.08
C  1.85527  5.99354  8.74877  0.00
C  3.22869  5.83353  8.68108  -0.05
C  3.77258  4.72455  8.04200  -0.05
C  2.94315  3.78121  7.46047  0.00
C  1.56451  3.94165  7.51579  -0.09
C  0.68920  2.93195  6.85956  -0.28
O  1.15903  1.96307  6.29617  0.10
H  -4.61317  3.62725  7.03053  0.11
H  -3.63211  1.72331  5.77268  0.10
H  -1.19424  1.41757  5.71735  0.10
H  -3.12907  5.23312  8.18294  0.12
H  1.42648  6.85143  9.24736  0.12
H  3.87918  6.57294  9.12841  0.11
H  4.84603  4.59907  7.99641  0.11
H  3.35963  2.91859  6.95976  0.12
C  -2.16469  -0.93280  -3.28278  -0.05
C  -3.24434  -0.54788  -2.49350  -0.07
C  -4.44756  -0.20252  -3.07873  -0.01
C  -4.58087  -0.22596  -4.45865  -0.08
C  -3.49518  -0.58944  -5.25319  -0.07
C  -2.29056  -0.95160  -4.66139  0.01
C  -3.60365  -0.58110  -6.74366  -0.27
O  -2.65941  -0.90255  -7.42996  0.12
C  -4.89808  -0.16074  -7.34764  -0.08
C  -5.00786  -0.09634  -8.72992  0.00
C  -6.20714  0.28011  -9.31060  -0.04
C  -7.30485  0.58686  -8.51382  -0.05
C  -7.20147  0.52881  -7.13462  0.00
C  -5.99806  0.16275  -6.54577  -0.09
C  -5.89646  0.13411  -5.06399  -0.28
O  -6.84586  0.39541  -4.35342  0.10
H  -1.22579  -1.21379  -2.82244  0.10
H  -3.14439  -0.52438  -1.41881  0.07
H  -5.29490  0.09359  -2.47341  0.10
H  -1.45819  -1.24441  -5.28599  0.12
H  -4.15299  -0.33957  -9.34502  0.12
H  -6.28938  0.33374  -10.38764  0.11
H  -8.24157  0.87467  -8.97144  0.11
H  -8.05013  0.76986  -6.51022  0.12
C  9.87766  -0.52102  -2.39806  -0.05
C  10.56818  -0.58983  -3.60331  -0.05
C  9.88607  -0.48011  -4.80289  0.00
C  8.50812  -0.31039  -4.80324  -0.08
C  7.81163  -0.26012  -3.59325  -0.08
C  8.50331  -0.35725  -2.39245  0.00
C  6.32996  -0.11943  -3.56835  -0.28
O  5.72391  -0.07009  -2.51602  0.09
C  5.60927  -0.04870  -4.87098  -0.08
C  4.22249  0.03209  -4.87659  -0.01
C  3.53803  0.11026  -6.07686  -0.06
C  4.23633  0.11568  -7.27969  -0.05
C  5.61779  0.03168  -7.28103  0.00
C  6.30817  -0.05822  -6.07947  -0.08
C  7.79455  -0.17743  -6.10466  -0.28
O  8.40171  -0.16968  -7.15290  0.12
H  10.41452  -0.59924  -1.46217  0.11
H  11.64101  -0.72776  -3.60511  0.11
H  10.41700  -0.52727  -5.74325  0.12
H  7.96037  -0.30699  -1.45924  0.12
H  3.68596  0.03175  -3.93814  0.11
H  2.45756  0.16885  -6.07942  0.10
H  3.70007  0.18274  -8.21670  0.11
H  6.16753  0.03173  -8.21172  0.12


[2]
DFT (ωB97M-V/def2-TZVPD) results for C56H50FeGeNO5S as an isolated structure at a distorted geometry.

- ⟨S²⟩ = 8.78
- multiplicity = 6
- HOMO energy (spin up / spin down) (eV) = -7.691 / -8.111
- LUMO energy (spin up / spin down) (Ha) = -0.0465 / -0.0650
- Kohn-Sham gap (spin up / spin down) (eV) = 6.4 / 6.3
- relative energy (zero: lowest compared OMol25 entry of this formula, charge and spin) (eV) = 0.7726
- charge = 0

Last column: Löwdin charge in e.
CARTESIAN COORDINATES (ANGSTROEM)
Fe  -0.01748  -1.16830  0.65453  0.75
C  -3.85678  4.07870  1.36823  0.03
C  -2.55268  3.83070  0.61123  -0.57
C  -2.22118  5.09020  -0.21207  0.01
O  -2.67068  2.68400  -0.18897  -0.01
C  -1.35708  2.19820  -0.36207  -0.13
C  -0.68568  2.49370  1.03163  -0.11
O  -1.48588  3.55990  1.51503  -0.02
C  -0.41888  1.48010  2.22453  -0.40
O  -0.43168  0.17940  1.82633  -0.23
C  -1.48808  1.56860  3.31983  -0.11
C  -1.17248  1.73530  4.66193  -0.01
C  -2.15758  1.61780  5.62963  -0.08
C  -3.45908  1.31790  5.27283  -0.10
C  -3.78218  1.16330  3.93613  -0.08
C  -2.80178  1.28480  2.96873  -0.03
C  0.96682  1.86980  2.76203  -0.16
C  1.22682  3.17790  3.15943  -0.04
C  2.49772  3.53940  3.56963  -0.08
C  3.52312  2.60750  3.58143  -0.10
C  3.26662  1.30370  3.19603  -0.08
C  1.99272  0.93960  2.79203  -0.02
C  -1.40438  0.89720  -1.26417  -0.38
O  -0.47708  -0.04870  -0.93967  -0.28
C  -2.80328  0.24770  -1.23057  -0.11
C  -3.17638  -0.49120  -0.11547  -0.06
C  -4.38928  -1.16040  -0.07317  -0.09
C  -5.23548  -1.13760  -1.16737  -0.10
C  -4.86708  -0.41890  -2.28977  -0.08
C  -3.66898  0.27740  -2.31737  -0.01
C  -1.17548  1.40420  -2.70347  -0.15
C  -0.47178  0.63920  -3.61667  -0.04
C  -0.23328  1.09540  -4.90187  -0.08
C  -0.72428  2.32310  -5.30257  -0.09
C  -1.48768  3.07040  -4.41987  -0.07
C  -1.71918  2.61210  -3.13637  -0.04
H  -4.60978  4.43170  0.66903  0.09
H  -3.67818  4.83310  2.12813  0.10
H  -4.20508  3.16850  1.84303  0.07
H  -3.00968  5.26340  -0.93987  0.09
H  -1.26978  5.00000  -0.72987  0.08
H  -2.16758  5.93120  0.47193  0.09
H  -0.79998  2.91510  -0.99097  0.13
H  0.30992  2.89130  0.78813  0.13
H  -0.15748  1.94180  4.96663  0.11
H  -1.89898  1.74960  6.67113  0.10
H  -4.21378  1.18600  6.03373  0.09
H  -4.79838  0.93790  3.64363  0.10
H  -3.05348  1.14570  1.92913  0.10
H  0.42532  3.89990  3.13963  0.12
H  2.69052  4.55810  3.87423  0.10
H  4.51872  2.89800  3.88513  0.10
H  4.05692  0.56690  3.19583  0.10
H  1.78822  -0.07320  2.48243  0.08
H  -2.49488  -0.55380  0.72563  0.08
H  -4.67598  -1.70980  0.81493  0.10
H  -6.16698  -1.68660  -1.15067  0.10
H  -5.50798  -0.40940  -3.16077  0.10
H  -3.41558  0.82400  -3.21097  0.11
H  -0.11338  -0.33030  -3.31057  0.07
H  0.34002  0.48970  -5.58957  0.10
H  -0.53418  2.68900  -6.30157  0.10
H  -1.90748  4.01760  -4.73017  0.10
H  -2.35318  3.18970  -2.48117  0.11
O  1.83322  -2.26180  1.90313  -0.11
C  1.52082  -3.21350  2.89723  -0.15
C  0.04532  -3.52960  2.98463  -0.23
C  -0.42378  -4.36420  3.99353  -0.01
C  -1.77778  -4.64410  4.06303  -0.05
C  -2.61678  -4.06610  3.11703  -0.04
C  -2.06068  -3.25820  2.14253  -0.11
N  -0.76108  -2.98420  2.07983  0.08
H  2.24852  -2.70340  1.14303  0.03
H  1.84002  -2.80720  3.86553  0.14
H  2.07592  -4.14470  2.73413  0.14
H  0.27102  -4.78780  4.70243  0.12
H  -2.16598  -5.30030  4.82823  0.11
H  -3.67678  -4.25660  3.11603  0.11
H  -2.65988  -2.81530  1.36113  0.08
S  -0.84618  -3.35520  -1.31257  0.80
C  0.49622  -2.63090  -0.74537  -0.73
C  5.68612  -2.85530  0.82033  -0.08
C  4.71222  -3.79650  0.53423  -0.08
C  3.61542  -3.44240  -0.23157  -0.17
C  3.48792  -2.15670  -0.75797  -0.28
C  4.48872  -1.23490  -0.48037  -0.08
C  5.57102  -1.57290  0.31133  -0.07
Ge  1.87162  -1.68020  -1.83847  1.00
C  1.86512  -2.88650  -3.44197  -0.27
C  0.73662  -3.01370  -4.24477  -0.14
C  0.66512  -3.99520  -5.21657  -0.08
C  1.72132  -4.87170  -5.39087  -0.09
C  2.85582  -4.74510  -4.60877  -0.08
C  2.92572  -3.75880  -3.64267  -0.11
C  2.21662  0.25910  -2.19267  -0.29
C  2.64372  0.68320  -3.44027  -0.12
C  2.96602  2.01160  -3.66017  -0.08
C  2.84982  2.92740  -2.62827  -0.07
C  2.43112  2.50680  -1.37587  -0.06
C  2.12052  1.17620  -1.15907  -0.11
H  6.52962  -3.12300  1.43753  0.10
H  4.81562  -4.80850  0.89913  0.11
H  2.84892  -4.17450  -0.46417  0.11
H  4.41862  -0.23830  -0.89637  0.10
H  6.33412  -0.84010  0.52883  0.11
H  -0.10658  -2.35140  -4.09907  0.08
H  -0.21848  -4.09030  -5.83097  0.11
H  1.65842  -5.65900  -6.12567  0.10
H  3.68132  -5.42810  -4.74087  0.10
H  3.80742  -3.67160  -3.02357  0.09
H  2.73322  -0.03730  -4.24247  0.10
H  3.31552  2.33510  -4.63117  0.11
H  3.08142  3.96990  -2.79687  0.10
H  2.36172  3.22130  -0.56507  0.11
H  1.78752  0.83730  -0.18447  0.09


no.,E (eV)
1,-109139.5548
2,-172346.9101